A cluster of 2 separate species, C4H13NSi in total. Source: OMol25; level of theory: ωB97M-V with the def2-TZVPD basis set.

Each line ends with the Löwdin charge.
Positions of all 19 atoms, in Å:
C: 1.2156 1.6384 -0.8629  -0.16
C: 1.8381 -0.7611 0.0209  -0.13
C: -1.6229 -1.8163 0.1668  -0.23
C: 0.8044 0.4358 -0.0436  -0.51
N: -1.6746 1.1173 -1.2123  -0.13
Si: -0.9551 -0.1251 -0.4258  0.63
H: 1.0751 2.5061 -0.0955  0.11
H: 2.2608 1.5822 -1.1899  0.07
H: 0.5645 1.8693 -1.6524  0.01
H: 1.7595 -1.2951 0.9618  0.05
H: 2.8526 -0.2990 -0.1007  0.07
H: 1.9081 -1.4405 -0.8472  0.07
H: -2.3329 -1.4857 0.8978  -0.02
H: -2.1095 -2.2982 -0.6967  0.02
H: -0.8785 -2.4746 0.7740  0.04
H: 0.7734 0.9449 0.9878  0.11
H: -0.9090 -1.7679 3.0765  0.04
H: -2.5316 1.4281 -1.5931  -0.08
H: -0.7831 -1.0521 2.9404  0.04

## Properties
Energy relative to the best compared isomer or geometry (same formula, charge and spin) ... 2.841 eV
Calculated total energy ... -504.35778 hartree
SMILES ... [H]/N=[Si](\C)C(C)C.[H][H]
Kohn-Sham gap ... 9.44 eV
HOMO level ... -8.78 eV
Lowest unoccupied orbital energy ... 0.7 eV

---

A cluster of 2 separate species, C4H13NSi2 in total. Source: OMol25; level of theory: ωB97M-V with the def2-TZVPD basis set.

Each line ends with the Löwdin charge.
Positions of all 20 atoms, in Å:
C: -2.5526 0.2100 0.3061  -0.27
C: -2.2542 -0.2871 -1.0809  -0.34
C: -1.5324 -0.4151 1.2527  -0.31
C: 3.2266 0.9507 -0.0800  -0.40
N: -0.8280 -0.5123 -1.1775  -0.19
Si: 0.0566 -0.4014 0.2919  0.58
Si: 2.2846 -0.6643 -0.0952  0.37
H: -2.2659 1.2625 0.3284  0.10
H: -3.6133 0.2033 0.5433  0.12
H: -2.9044 -1.2063 -1.3489  0.12
H: -2.6982 0.2541 -2.0186  0.13
H: -1.5333 0.1732 2.1749  0.07
H: -1.9254 -1.3437 1.6298  0.07
H: 3.1200 1.6616 -1.0353  0.07
H: 2.8672 1.5199 0.7961  -0.10
H: 4.2902 0.7005 0.1489  0.02
H: -0.3960 -0.7277 -2.1747  0.15
H: 1.2049 1.6538 1.8019  -0.05
H: 2.6943 -1.5741 1.0322  -0.07
H: 2.7594 -1.4575 -1.2952  -0.07

## Properties
Energy relative to the best compared isomer or geometry (same formula, charge and spin) ... 4.444 eV
Calculated total energy ... -793.78451 hartree
Kohn-Sham gap ... 6.82 eV
HOMO level ... -6.99 eV
Lowest unoccupied orbital energy ... -0.2 eV

---

A structure of composition C4H13NSi2. Source: OMol25; level of theory: ωB97M-V with the def2-TZVPD basis set.

Each line ends with the Löwdin charge.
Positions of all 20 atoms, in Å:
C: 1.5610 -0.7680 -0.6873  -0.26
C: -0.7373 0.9348 -0.8859  -0.41
C: -1.1753 -0.6438 1.7581  -0.22
C: 0.9725 1.6454 2.2078  -0.20
N: -0.5599 -1.6225 -2.4763  -0.10
Si: 0.3124 -0.2461 -2.0535  0.38
Si: 0.0633 0.5398 0.7903  0.74
H: 1.6326 -1.8211 -0.4158  -0.03
H: 2.5173 -0.2147 -0.5620  -0.03
H: -0.7235 1.8905 -1.3239  -0.03
H: -1.8515 0.7104 -0.9410  0.04
H: -1.6628 -1.2917 0.9606  0.04
H: -0.7186 -1.1645 2.5829  0.00
H: -2.0171 -0.0740 2.1621  0.01
H: 0.5155 1.4659 3.2117  0.03
H: 2.0627 1.3721 2.1422  0.02
H: 0.8293 2.6544 1.8013  0.00
H: -1.3920 -1.6433 -3.0693  0.04
H: -0.4319 -2.4201 -1.9170  0.01
H: 0.8033 0.6964 -3.2849  -0.01

## Properties
Energy relative to the best compared isomer or geometry (same formula, charge and spin) ... 0.820 eV
Calculated total energy ... -793.91767 hartree
Kohn-Sham gap ... 8.96 eV
HOMO level ... -8.08 eV
Lowest unoccupied orbital energy ... 0.9 eV

---

A structure of composition C4H13O2PSi2. Source: OMol25; level of theory: ωB97M-V with the def2-TZVPD basis set.

Each line ends with the Löwdin charge.
Positions of all 22 atoms, in Å:
C: 2.6529 1.1560 -1.3906  -0.20
C: -3.0330 -0.1772 0.6105  -0.18
C: 2.4897 0.6743 0.0508  -0.37
C: -2.0397 -1.2616 0.4141  -0.41
O: 1.0595 1.2764 2.4735  -0.60
O: -0.8890 -0.3289 2.8004  -0.64
Si: 0.8309 0.9697 0.8592  0.46
Si: -0.4032 -1.0410 1.2419  0.58
P: 0.0182 0.7835 3.6030  0.74
H: 1.7520 0.8320 -1.9334  0.06
H: 2.9455 2.2191 -1.5531  0.08
H: 3.2961 0.6147 -2.0965  0.06
H: -2.4497 0.7816 0.2581  0.10
H: -3.9417 -0.4885 0.1828  0.05
H: -3.2506 0.0505 1.6937  0.08
H: 3.1410 1.3288 0.7351  0.09
H: 3.0020 -0.3043 0.0734  0.08
H: -1.8331 -1.4959 -0.5903  0.05
H: -2.5341 -2.1058 0.8809  0.07
H: -0.1008 2.0058 0.4290  -0.02
H: 0.4846 -2.0990 1.5367  -0.05
H: 0.9524 -0.2274 4.2712  -0.04

## Properties
Energy relative to the best compared isomer or geometry (same formula, charge and spin) ... 0.000 eV
Calculated total energy ... -1231.07269 hartree
Kohn-Sham gap ... 9.04 eV
HOMO level ... -8.49 eV
Lowest unoccupied orbital energy ... 0.6 eV

---

A cluster of 3 separate species, C4H13O4 in total. Source: OMol25; level of theory: ωB97M-V with the def2-TZVPD basis set.

Each line ends with the Löwdin charge.
Positions of all 21 atoms, in Å:
C: -0.5050 -1.1337 1.1927  -0.30
O: 0.4486 -1.1326 0.1588  -0.25
C: -1.0021 0.3201 1.5552  -0.14
C: -0.4460 1.4038 0.5911  -0.51
C: -1.0869 1.3166 -0.7840  -0.07
O: 0.9568 1.2567 0.6704  -0.27
H: -0.1009 -1.6080 2.0924  0.10
H: -1.3582 -1.7305 0.8361  0.09
H: -2.0862 0.3200 1.5985  0.09
H: -0.5471 0.6017 2.5306  0.10
H: -0.6489 2.3734 1.0535  0.11
H: -2.1642 1.1382 -0.6935  0.07
H: -0.5825 0.4660 -1.2671  0.07
H: -0.7269 2.1014 -1.4980  0.08
H: 0.9680 -0.1112 0.4684  0.11
H: -1.1923 -3.2846 -0.5425  -0.02
H: 0.0291 -2.5024 -0.8624  0.04
O: -0.5236 -3.3000 -1.2176  -0.13
H: 2.1081 0.7299 -1.7645  -0.02
H: 1.7279 1.5137 -0.6628  0.02
O: 1.9816 1.6590 -1.6810  -0.16

## Properties
Energy relative to the best compared isomer or geometry (same formula, charge and spin) ... 1.063 eV
Charge ... -1
Calculated total energy ... -461.17345 hartree
Kohn-Sham gap ... 8.53 eV
HOMO level ... -4.66 eV
Lowest unoccupied orbital energy ... 3.9 eV

---

The ion C4H14ClN2O2P2S with charge -1. Source: OMol25; level of theory: ωB97M-V with the def2-TZVPD basis set.

Each line ends with the Löwdin charge.
Positions of all 26 atoms, in Å:
C: 1.9330 2.0497 0.6516  -0.12
C: 2.2907 1.0118 -0.4234  -0.38
N: 1.6222 -0.2640 -0.2318  -0.33
P: -0.1483 -0.2177 -0.5441  0.30
Cl: 0.2044 -1.5494 -2.4046  0.03
C: -2.0062 -0.2598 -1.0002  -0.46
C: -2.8121 0.6233 -0.1235  -0.37
N: -2.8599 1.8892 -0.2976  0.05
P: -0.3611 -2.0759 0.8491  0.11
O: 0.0146 -3.4942 0.1805  -0.29
O: 0.8420 -1.9859 1.9451  -0.30
S: -2.0731 -2.2001 1.7794  0.18
H: 2.8283 2.5706 0.9841  0.05
H: 1.4652 1.5595 1.4968  0.05
H: 1.2573 2.8016 0.2525  0.06
H: 2.1141 1.4339 -1.4193  0.09
H: 3.3627 0.8228 -0.3484  0.09
H: 2.0050 -0.9391 -0.8766  0.00
H: -0.0048 0.9464 -1.3704  0.00
H: -0.3951 0.5462 0.6449  0.00
H: -2.0508 0.1450 -2.0096  0.05
H: -2.3952 -1.2722 -1.0270  0.04
H: -3.3288 0.1242 0.6966  0.06
H: -3.4332 2.2986 0.4376  0.02
H: 0.9639 -3.5110 0.0255  0.05
H: 0.9652 -1.0534 2.1328  0.03

## Properties
Charge ... -1
Calculated total energy ... -1961.99798 hartree
Kohn-Sham gap ... 8.00 eV
HOMO level ... -4.66 eV
Lowest unoccupied orbital energy ... 3.3 eV

---

A structure of composition C4H14IrN3. Source: OMol25; level of theory: ωB97M-V with the def2-TZVPD basis set.

Each line ends with the Löwdin charge.
Positions of all 22 atoms, in Å:
C: 0.0973 1.0791 -2.2905  -0.26
Ir: 0.1286 0.3092 -0.3883  1.22
N: -0.3580 -0.9961 1.1567  -0.12
H: 1.1026 -0.7930 -1.0389  -0.08
H: 0.4185 -1.1357 1.8053  0.07
H: -0.6996 0.3292 -1.8500  -0.04
H: 0.5523 0.6051 -3.1514  0.07
H: 0.9446 1.3381 -1.5956  -0.02
H: -0.4201 2.0020 -2.5226  0.06
H: -1.1359 -0.6049 1.6854  0.07
H: -0.6511 -1.9277 0.8403  0.08
C: 2.4546 2.5436 3.7173  -0.01
N: 1.1822 2.7451 3.0088  -0.16
C: 0.1681 3.6077 3.6397  -0.01
C: 0.8471 1.9264 2.0510  -0.24
N: 0.6526 1.2222 1.1332  -0.20
H: 2.5825 3.3819 4.3991  0.09
H: 3.2942 2.5056 3.0135  0.10
H: 2.4565 1.6030 4.2838  0.10
H: -0.3600 4.2051 2.8883  0.10
H: -0.5833 3.0197 4.1821  0.10
H: 0.6870 4.2654 4.3338  0.09

## Properties
Spin multiplicity ... 6
Energy relative to the best compared isomer or geometry (same formula, charge and spin) ... 2.152 eV
Charge ... +1
Calculated total energy ... -428.75056 hartree
Kohn-Sham gap (spin up / spin down) ... 4.99 / 6.63 eV
HOMO level (spin up / spin down) ... -7.84 / -13.34 eV
Lowest unoccupied orbital energy (spin up / spin down) ... -2.8 / -6.7 eV

---

A cluster of 2 separate species, C4H14N in total. Source: OMol25; level of theory: ωB97M-V with the def2-TZVPD basis set.

Each line ends with the Löwdin charge.
Positions of all 19 atoms, in Å:
C: -0.6630 1.8137 0.5360  -0.31
C: -2.0934 1.8046 0.1033  -0.14
N: -0.3722 0.6805 1.5263  0.01
H: -0.0024 1.6190 -0.3026  0.09
H: -0.3551 2.7037 1.0785  0.08
H: -2.4621 0.8175 -0.1566  0.06
H: -2.1991 2.4064 -0.8117  0.08
H: -0.9761 -0.1253 1.3134  0.06
H: 0.6330 0.3894 1.5137  0.05
H: -0.6507 1.0445 2.4860  0.04
H: -2.8060 2.2225 0.8033  0.06
C: 0.8866 -2.1517 -0.5869  -0.20
C: 2.1078 -1.6957 -1.3930  -0.18
H: 0.1872 -1.3164 -0.4511  0.01
H: 0.3064 -2.8799 -1.1528  0.06
H: 1.2214 -2.5271 0.3837  0.05
H: 2.7294 -0.9488 -0.9072  0.05
H: 1.7980 -1.2890 -2.3557  0.06
H: 2.7104 -2.5680 -1.6266  0.06

## Properties
Spin multiplicity ... 2
Energy relative to the best compared isomer or geometry (same formula, charge and spin) ... 0.373 eV
Calculated total energy ... -215.41842 hartree
Kohn-Sham gap (spin up / spin down) ... 4.67 / 12.58 eV
HOMO level (spin up / spin down) ... -3.56 / -11.97 eV
Lowest unoccupied orbital energy (spin up / spin down) ... 1.1 / 0.6 eV

---

A cluster of 2 separate species, C4H14N in total. Source: OMol25; level of theory: ωB97M-V with the def2-TZVPD basis set.

Each line ends with the Löwdin charge.
Positions of all 19 atoms, in Å:
C: -1.9055 -1.2874 2.3425  0.02
N: -1.5000 -1.3300 0.8690  0.15
H: -1.0770 -1.6343 2.9529  0.10
H: -2.0641 -0.2233 2.5084  0.11
H: -2.7353 -1.9822 2.4654  0.11
H: -0.6908 -1.9567 0.8511  0.16
H: -1.1546 -0.4273 0.5302  0.13
H: -2.1765 -1.6801 0.1902  0.17
C: 1.5493 -0.2852 -1.1395  -0.13
C: 1.0793 1.0781 -0.5741  -0.32
C: 0.9363 2.1341 -1.6655  -0.11
H: 1.9084 -0.8563 -0.2607  0.07
H: 2.3781 -0.1492 -1.8285  0.08
H: 0.7395 -0.9229 -1.4982  0.05
H: 1.8259 1.2446 0.2038  0.11
H: 0.0801 0.9846 -0.1190  0.06
H: 0.6239 3.1000 -1.2607  0.07
H: 1.9187 2.3210 -2.0781  0.07
H: 0.2646 1.8725 -2.4893  0.08

## Properties
Energy relative to the best compared isomer or geometry (same formula, charge and spin) ... 0.944 eV
Charge ... +1
Calculated total energy ... -215.27422 hartree
Kohn-Sham gap ... 10.91 eV
HOMO level ... -14.83 eV
Lowest unoccupied orbital energy ... -3.9 eV

---

A cluster of 2 separate species, C4H14N in total. Source: OMol25; level of theory: ωB97M-V with the def2-TZVPD basis set.

Each line ends with the Löwdin charge.
Positions of all 19 atoms, in Å:
C: 1.6109 -0.8684 1.2098  0.04
N: 1.4972 0.1353 0.0593  -0.06
C: 2.0648 -0.3346 -1.2152  0.02
H: 1.1473 -0.3471 2.0580  0.11
H: 1.1101 -1.7871 0.8840  0.11
H: 2.6657 -1.1345 1.3146  0.12
H: 1.9032 0.9987 0.3779  0.18
H: 0.4907 0.3043 -0.0471  0.07
H: 3.1312 -0.3911 -1.0468  0.12
H: 1.8818 0.4002 -1.9973  0.12
H: 1.5858 -1.2715 -1.4554  0.11
C: -1.6223 0.5479 0.0973  -0.01
C: -3.1230 0.5599 -0.1409  0.07
H: -1.4285 0.7710 1.1820  0.18
H: -1.1350 1.1759 -0.6713  0.14
H: -1.2300 -0.4525 0.0002  0.14
H: -3.5500 1.5591 0.0678  0.21
H: -3.3729 0.3164 -1.1842  0.17
H: -3.6271 -0.1820 0.5073  0.16

## Properties
Spin multiplicity ... 2
Energy relative to the best compared isomer or geometry (same formula, charge and spin) ... 1.822 eV
Charge ... +2
Calculated total energy ... -214.70773 hartree
Kohn-Sham gap (spin up / spin down) ... 14.65 / 5.80 eV
HOMO level (spin up / spin down) ... -21.84 / -21.84 eV
Lowest unoccupied orbital energy (spin up / spin down) ... -7.2 / -16.0 eV